{"formula": "C45H54Li2O21S", "method": "ωB97M-V with the def2-TZVPD basis set", "elements": ["Li", "Li", "S", "O", "O", "O", "O", "C", "O", "H", "H", "H", "H", "C", "O", "H", "H", "H", "H", "C", "O", "H", "H", "H", "H", "C", "C", "C", "C", "C", "C", "O", "O", "H", "H", "H", "H", "H", "H", "C", "C", "C", "C", "C", "C", "O", "O", "H", "H", "H", "H", "H", "H", "C", "C", "C", "C", "C", "C", "O", "O", "H", "H", "H", "H", "H", "H", "C", "C", "C", "C", "C", "C", "O", "O", "H", "H", "H", "H", "H", "H", "C", "C", "C", "C", "C", "C", "O", "O", "H", "H", "H", "H", "H", "H", "C", "C", "C", "C", "C", "C", "O", "O", "H", "H", "H", "H", "H", "H", "C", "C", "C", "C", "C", "C", "O", "O", "H", "H", "H", "H", "H", "H"], "coordinates": [[-0.505293, 2.527293, 0.693463], [-2.665293, -2.479707, 2.905463], [-1.013293, -0.373707, 0.956463], [-1.257293, -0.162707, -0.394537], [-0.937293, 0.922293, 1.517463], [-1.949293, -1.225707, 1.586463], [0.324707, -1.030707, 1.128463], [-5.095293, -0.299707, 1.223463], [-4.312293, -0.908707, 2.175463], [-6.235293, -0.429707, 1.416463], [-4.911293, -0.623707, -0.008537], [-5.166293, 0.717293, 0.851463], [-3.457293, -0.789707, 1.801463], [-3.188293, 3.232293, -2.438537], [-2.769293, 2.546293, -1.264537], [-3.408293, 2.318293, -3.220537], [-2.428293, 3.439293, -3.003537], [-4.031293, 3.738293, -2.245537], [-3.018293, 1.625293, -1.407537], [1.556707, 2.707293, -1.957537], [0.398707, 2.082293, -1.300537], [1.346707, 3.735293, -2.442537], [1.950707, 2.025293, -2.683537], [2.377707, 2.955293, -1.181537], [0.135707, 1.431293, -1.939537], [-3.711293, -3.777707, -2.218537], [-3.223293, -2.514707, -1.581537], [-3.337293, -1.439707, -2.408537], [-3.703293, -1.409707, -3.711537], [-4.066293, -2.651707, -4.291537], [-4.124293, -3.802707, -3.630537], [-4.541293, -5.063707, -4.134537], [-3.063293, -0.190707, -1.864537], [-3.862293, -4.571707, -1.493537], [-2.900293, -2.488707, -0.402537], [-3.747293, -0.428707, -4.275537], [-4.308293, -2.288707, -5.224537], [-4.072293, -5.161707, -4.882537], [-2.346293, -0.452707, -1.268537], [4.076707, 4.578293, 3.087463], [2.893707, 3.873293, 2.985463], [2.840707, 2.878293, 1.931463], [3.930707, 2.735293, 1.093463], [5.092707, 3.507293, 1.281463], [5.211707, 4.469293, 2.277463], [6.300707, 5.211293, 2.446463], [1.727707, 2.119293, 1.663463], [3.999707, 5.235293, 3.886463], [2.002707, 4.241293, 3.500463], [3.858707, 1.888293, 0.473463], [5.871707, 3.433293, 0.744463], [7.118707, 4.812293, 2.061463], [1.682707, 1.242293, 1.916463], [-4.182293, 4.717293, 3.007463], [-3.348293, 3.610293, 2.777463], [-2.431293, 3.280293, 3.727463], [-2.419293, 3.967293, 4.930463], [-3.160293, 5.213293, 5.200463], [-4.080293, 5.488293, 4.168463], [-4.947293, 6.469293, 4.346463], [-1.433293, 2.336293, 3.502463], [-5.012293, 4.955293, 2.182463], [-3.468293, 2.891293, 1.869463], [-1.566293, 3.611293, 5.440463], [-2.816293, 5.744293, 6.091463], [-5.424293, 6.456293, 3.494463], [-1.416293, 1.855293, 2.584463], [-0.181293, -3.848707, -1.248537], [-0.486293, -4.516707, -2.427537], [0.218707, -5.654707, -2.823537], [1.344707, -6.017707, -2.046537], [1.653707, -5.288707, -0.786537], [0.838707, -4.265707, -0.398537], [1.081707, -3.486707, 0.703463], [0.030707, -6.239707, -4.071537], [-0.819293, -2.968707, -1.086537], [-1.425293, -4.223707, -3.230537], [1.948707, -7.058707, -2.524537], [2.363707, -5.738707, -0.065537], [0.792707, -2.558707, 0.646463], [0.705707, -6.781707, -4.547537], [3.810707, -0.710707, -2.358537], [2.949707, -0.453707, -1.286537], [3.631707, -0.530707, 0.032463], [5.031707, -0.665707, 0.118463], [5.828707, -0.762707, -1.051537], [5.260707, -0.890707, -2.292537], [5.872707, -0.898707, -3.456537], [2.770707, -0.407707, 1.183463], [3.509707, -0.799707, -3.465537], [1.961707, -0.330707, -1.402537], [5.618707, -0.680707, 1.249463], [6.806707, -0.584707, -0.971537], [6.738707, -1.412707, -3.224537], [1.906707, -0.765707, 1.068463], [0.484707, 0.389293, -6.056537], [1.305707, -0.664707, -6.525537], [1.567707, -1.791707, -5.717537], [0.756707, -1.938707, -4.572537], [-0.026293, -0.898707, -4.148537], [-0.121293, 0.236293, -4.790537], [-0.928293, 1.240293, -4.444537], [2.338707, -2.792707, -6.274537], [0.550707, 1.157293, -6.609537], [1.809707, -0.812707, -7.377537], [0.739707, -2.732707, -4.043537], [-0.688293, -0.930707, -3.168537], [-1.522293, 1.101293, -3.702537], [1.964707, -3.612707, -6.281537], [0.825707, -0.150707, 4.585463], [1.132707, 0.423293, 5.755463], [1.249707, -0.298707, 7.052463], [0.796707, -1.591707, 7.123463], [0.475707, -2.215707, 5.926463], [0.420707, -1.555707, 4.621463], [-0.023293, -2.185707, 3.576463], [1.409707, 0.385293, 8.203463], [0.961707, 0.264293, 3.729463], [1.472707, 1.511293, 5.851463], [0.788707, -2.219707, 7.950463], [0.228707, -3.044707, 5.854463], [0.128707, -1.874707, 2.530463], [0.496707, 0.890293, 8.665463]], "forces_ev_per_angstrom": [[0.711, -0.219, -0.728], [0.450, 0.643, -0.198], [4.826, -1.147, 0.137], [-0.078, -0.346, -4.482], [-0.008, 3.383, 2.289], [-2.705, -2.600, 1.947], [-0.727, -0.321, 0.581], [-4.544, -1.030, -5.185], [-1.154, 0.505, 0.563], [2.012, -0.548, -0.121], [-0.323, -0.475, 3.417], [1.497, 1.331, 1.802], [1.758, 0.192, -0.138], [-1.413, -7.768, 0.164], [0.309, 0.197, 0.649], [-0.844, 1.738, 1.532], [4.548, 3.425, -2.487], [-2.591, 2.559, 0.051], [0.084, -0.139, 0.311], [0.573, 2.139, 1.548], [1.396, 1.423, -0.146], [-0.248, -1.747, 0.608], [0.295, -0.249, -0.425], [-1.418, -0.762, -1.035], [-0.736, -0.583, -0.075], [0.336, 2.923, 0.269], [-1.460, -4.631, 0.529], [0.410, 3.445, 0.928], [-0.342, -1.181, -0.485], [0.538, 4.149, -0.176], [0.523, -2.987, 4.254], [-1.983, 2.301, 4.355], [-0.754, -0.638, -1.134], [0.185, -0.498, -0.758], [-1.023, 0.093, -3.424], [0.096, -1.505, 0.745], [-1.027, -1.393, -2.830], [2.405, -0.923, -4.368], [0.382, 1.045, 0.786], [-0.295, 0.164, 0.243], [-0.026, -1.384, -2.938], [0.442, 1.071, 1.300], [0.407, 0.743, 1.750], [-5.164, 0.725, 3.619], [-2.459, -2.227, -0.492], [1.912, 0.702, 0.274], [-1.626, 3.941, -1.012], [0.650, 1.664, 1.260], [0.363, -0.646, 0.206], [0.355, -0.551, -1.221], [5.511, -1.137, -4.441], [-1.270, 0.316, 0.320], [0.841, -2.872, 0.900], [-0.960, -0.748, -1.896], [-1.574, -0.614, -2.101], [0.833, -0.679, -0.030], [-0.253, 2.330, -0.549], [1.834, -4.050, -1.844], [1.291, -1.059, 1.084], [-1.586, 1.602, -0.917], [-0.596, 0.094, -0.705], [1.839, -0.355, 2.048], [0.146, 1.708, 1.382], [0.628, 0.178, 1.620], [-0.987, 0.228, -0.445], [-0.257, 0.720, 0.765], [-0.635, 0.866, 2.498], [-1.450, 0.029, -1.495], [-2.744, -0.085, -2.720], [3.444, -0.374, 0.005], [0.582, -1.551, 0.291], [0.003, -3.427, -1.621], [-0.331, 2.385, -0.276], [0.718, -1.408, 0.476], [-1.102, 0.139, -0.518], [0.626, -0.323, 0.473], [2.867, -0.458, 2.717], [-1.497, 3.398, 2.016], [-0.139, 0.653, -0.767], [-0.324, -0.313, -0.522], [-0.306, 0.877, 1.702], [0.549, -0.449, -1.970], [6.983, -1.589, 1.424], [-2.172, 0.073, -0.346], [0.105, 0.112, 2.862], [-3.591, -0.333, 0.303], [-4.720, 1.673, 2.676], [4.047, -2.189, -0.604], [4.228, 0.559, -0.767], [-0.260, 0.368, 1.877], [-3.452, 0.465, -0.191], [-2.059, 0.148, -3.521], [3.978, 0.145, 0.426], [-1.927, 1.498, -1.345], [-1.099, -0.507, -0.818], [1.904, -7.052, 3.258], [-1.303, -0.379, 4.703], [-2.788, -0.124, 0.140], [1.724, 4.327, -3.863], [-1.746, -2.092, 4.423], [0.054, 2.621, -3.908], [-0.778, 2.084, 0.450], [2.069, 3.811, 0.130], [-0.601, 6.049, -3.631], [1.519, 0.808, -3.630], [0.204, -5.658, 3.514], [1.504, -0.512, -1.910], [0.058, -0.661, 0.269], [-1.875, -3.290, 0.360], [-1.309, -5.700, 4.257], [2.185, 1.428, 4.168], [-3.010, 1.176, -2.338], [0.758, 0.265, -2.829], [3.067, 13.846, -2.691], [1.773, 2.996, 4.114], [-1.282, -1.748, -4.445], [-2.269, 3.242, 3.391], [0.380, 3.009, -5.315], [-0.603, -1.562, -0.449], [0.015, -0.479, 1.834], [-4.027, -14.061, -0.491], [0.331, 0.075, 3.366], [3.768, -2.465, -2.591]], "homo_lumo_gap_ha": 0.24119, "largest_force_ev_per_a": 14.6, "e_homo_ev": -7.4, "multiplicity": 1}